ORCA calculation (ωB97M-V with the def2-TZVPD basis set) on 2 unconnected molecules or ions with the total composition C4H7Cl3Si at a distorted geometry.

Structure (ORCA input):
```
! wB97M-V def2-TZVPD RIJCOSX def2/J DEFGRID3
* xyz 0 1
C 1.418 -1.443 -1.021
C 0.199 -1.258 -0.636
C 0.856 1.534 -0.207
C -2.365 0.476 -0.527
Si -0.964 -0.292 0.582
Cl 2.523 1.232 -0.315
Cl -3.793 0.613 0.475
Cl -2.764 -0.616 -1.901
H 1.563 -2.341 -1.580
H 2.069 -0.639 -0.694
H 0.445 2.062 -0.995
H 0.540 2.092 0.638
H -2.182 1.488 -1.102
H -1.000 0.721 1.610
H -1.524 -1.533 1.004
*
```

**DFT total energy**: -49700.39676 eV
**Lowest unoccupied orbital energy (alpha / beta)**: -0.0516 / -0.0303 Eh

---

ORCA calculation (ωB97M-V with the def2-TZVPD basis set) on a single C4H7ClFN molecule at a distorted geometry.

Structure (ORCA input):
```
! wB97M-V def2-TZVPD RIJCOSX def2/J DEFGRID3
* xyz 0 1
C -1.292 1.270 0.154
C 0.053 0.506 0.291
N 0.013 -0.810 1.082
C 1.002 -1.344 -0.016
C 0.481 -0.218 -0.913
F 1.286 0.229 -1.905
Cl -0.970 -0.926 -1.748
H -1.596 1.468 1.238
H -1.226 2.327 -0.302
H -2.180 0.684 -0.461
H 0.962 1.029 0.824
H 0.500 -0.745 2.035
H 2.107 -1.013 0.136
H 0.861 -2.457 -0.415
*
```

**DFT total energy**: -20989.24478 eV
**Lowest unoccupied orbital energy**: 0.0274 Eh
**SMILES**: C[C@H]1NC[C@@]1(F)Cl

---

ORCA calculation (ωB97M-V with the def2-TZVPD basis set) on 2 unconnected molecules or ions with the total composition C4H7ClFN at a distorted geometry.

Structure (ORCA input):
```
! wB97M-V def2-TZVPD RIJCOSX def2/J DEFGRID3
* xyz 0 1
C 1.027 0.553 -1.152
C -1.055 -1.689 -0.384
C 1.597 1.523 1.004
C -0.706 -1.354 -1.764
N 0.966 0.590 0.072
F 0.081 -2.275 -2.367
Cl 1.719 1.260 -2.474
H -1.929 -1.162 -0.088
H -1.216 -2.792 -0.323
H -0.135 -1.333 0.161
H 0.774 2.241 1.124
H 2.454 1.997 0.757
H 1.618 1.043 2.002
H -1.287 -0.707 -2.483
*
```

**DFT total energy**: -20987.01203 eV
**Lowest unoccupied orbital energy (alpha / beta)**: 0.0296 / 0.0140 Eh

---

ORCA calculation (ωB97M-V with the def2-TZVPD basis set) on 2 unconnected molecules or ions with the total composition C4H7ClFNO at a distorted geometry.

Structure (ORCA input):
```
! wB97M-V def2-TZVPD RIJCOSX def2/J DEFGRID3
* xyz 0 1
C -3.767 1.332 -0.376
C 2.077 -0.886 0.550
C 1.139 0.326 0.337
C 0.017 0.327 -0.660
N -1.152 -0.411 -0.130
O -2.908 1.526 -1.175
F -0.607 -1.705 0.080
Cl -4.155 0.132 0.612
H 2.786 -1.192 -0.375
H 2.584 -0.654 1.407
H 1.502 -1.808 0.859
H 1.820 1.187 -0.003
H 0.726 0.544 1.316
H -0.361 1.414 -0.868
H 0.300 -0.134 -1.572
*
```

**DFT total energy**: -23033.12417 eV
**Lowest unoccupied orbital energy (alpha / beta)**: -0.0158 / -0.0143 Eh

---

ORCA calculation (ωB97M-V with the def2-TZVPD basis set) on a single C4H7ClN2 molecule at a distorted geometry.

Structure (ORCA input):
```
! wB97M-V def2-TZVPD RIJCOSX def2/J DEFGRID3
* xyz 0 1
C -0.403 -0.500 1.247
C 0.761 0.229 0.863
C 1.143 -0.098 -0.562
C 0.013 0.526 -1.339
N -1.142 -1.075 2.052
N -1.244 -0.118 -1.023
Cl -2.675 -1.840 1.708
H 0.551 1.270 0.971
H 1.655 -0.042 1.584
H 2.072 0.370 -0.747
H 1.013 -1.106 -0.747
H 0.156 1.624 -1.041
H -0.001 0.268 -2.370
H -1.899 0.492 -0.597
*
```

**DFT total energy**: -19758.76756 eV
**Lowest unoccupied orbital energy (alpha / beta)**: -0.0150 / -0.0130 Eh

---

ORCA calculation (ωB97M-V with the def2-TZVPD basis set) on a single C4H7ClN2 molecule at a distorted geometry.

Structure (ORCA input):
```
! wB97M-V def2-TZVPD RIJCOSX def2/J DEFGRID3
* xyz 0 1
C -0.291 -1.218 -0.060
C 0.766 -0.187 -0.346
C -2.509 -0.373 -0.626
C 1.282 0.325 1.032
N -1.501 -0.925 -0.174
N 0.257 0.904 -1.103
Cl -3.495 0.556 0.445
H 0.011 -2.173 0.087
H 1.555 -0.702 -1.044
H -0.562 0.770 -1.567
H 0.458 0.734 1.517
H 2.062 1.067 0.815
H 1.709 -0.526 1.666
H 0.259 1.746 -0.641
*
```

**DFT total energy**: -19761.19217 eV
**Lowest unoccupied orbital energy**: 0.0181 Eh

---

ORCA calculation (ωB97M-V with the def2-TZVPD basis set) on a single C4H7ClN2 molecule at a distorted geometry.

Structure (ORCA input):
```
! wB97M-V def2-TZVPD RIJCOSX def2/J DEFGRID3
* xyz 0 1
C -0.668 1.155 -0.955
C -0.792 -0.040 -0.022
C -0.107 -1.296 -0.656
N 0.894 -1.752 -0.028
C 1.114 -0.707 1.051
Cl 2.614 0.318 0.510
N -0.029 0.046 1.227
H 0.392 1.587 -1.002
H -1.209 2.014 -0.466
H -1.002 0.717 -1.880
H -1.850 -0.180 0.115
H -0.693 -1.792 -1.475
H 1.393 -1.142 2.076
H -0.056 1.073 1.505
*
```

**DFT total energy**: -19762.96278 eV
**Lowest unoccupied orbital energy**: 0.0264 Eh
**SMILES**: C[C@H]1C=N[C@@H](Cl)N1

---

ORCA calculation (ωB97M-V with the def2-TZVPD basis set) on a single C4H7ClN2 molecule at a distorted geometry.

Structure (ORCA input):
```
! wB97M-V def2-TZVPD RIJCOSX def2/J DEFGRID3
* xyz 0 1
C 0.502 -0.125 -0.265
C -0.846 0.568 -0.033
C 0.786 -0.754 -1.579
C -1.064 0.956 1.424
N 0.324 2.082 -1.027
N -0.799 1.768 -0.814
Cl -2.224 -0.540 -0.506
H 0.898 -0.657 0.595
H 0.330 -0.204 -2.401
H 0.401 -1.780 -1.592
H 1.860 -0.810 -1.739
H -1.183 0.054 2.018
H -1.955 1.569 1.522
H -0.202 1.513 1.782
*
```

**DFT total energy**: -19760.69415 eV
**Lowest unoccupied orbital energy (alpha / beta)**: 0.0055 / -0.0004 Eh

---

Results for M: 189.545, 123.558, 123.558, 139.557, 118.567, 118.567, 118.567, 118.567 (in g/mol, following the order of the records).
Results for relative energy (zero: lowest compared OMol25 entry of this formula, charge and spin): 212.09, 36.28, 87.77, 120.03, 137.57, 81.65, 40.82, 93.14 (in kcal per mole, following the order of the records).